(1)
Density functional theory data (ωB97M-V/def2-TZVPD) for 6 unconnected molecules or ions with the total composition C2H16O5.

Element x y z (Å)
1 C -0.443729 -0.891154 -0.894538
2 C -0.428593 -1.357608 0.563015
3 H 0.553359 -0.931406 -1.321626
4 H -0.761777 0.153386 -0.976612
5 H -1.103437 -1.505495 -1.513926
6 H -0.842012 -0.626135 1.270404
7 H -1.035814 -2.268797 0.632956
8 H 0.542448 -1.662349 0.938670
9 O -3.642263 1.167579 0.070301
10 H -3.303903 0.884936 -0.784936
11 H -3.692298 0.329146 0.552496
12 O 2.044600 -3.025878 -0.352632
13 H 2.083975 -3.320094 -1.283515
14 H 2.584770 -2.219652 -0.406665
15 O -1.178893 2.762328 1.026833
16 H -1.431494 3.377959 1.722227
17 H -1.975884 2.398146 0.614163
18 O 2.931036 -0.424267 0.302862
19 H 2.208431 0.135347 -0.036165
20 H 3.606298 0.255274 0.502079
21 O 1.394610 2.023093 -0.055062
22 H 1.415410 2.619065 -0.827813
23 H 0.475158 2.126575 0.257483

Forces on atoms 1 to 6 (eV/Å):
0.107 0.387 0.134
-0.652 -0.514 0.371
0.068 -0.094 -0.175
-0.052 -0.091 -0.055
0.105 0.105 0.050
0.033 -0.061 -0.273

Energy   -461.98901 Ha
Gap between HOMO and LUMO   11.19 eV
Structure (SMILES)   CC.O.O.O.O.O
E_HOMO   -10.73 eV

Löwdin atomic charge list, values in e, 2 entries: C -0.167; C -0.164

(2)
Density functional theory data (ωB97M-V/def2-TZVPD) for a molecular structure, C20H32N6S4SbSeTi.

Element x y z (Å)
1 Ti 0.007875 -2.317363 0.647691
2 S 0.281065 -4.449683 4.335384
3 Sb -0.575635 -4.872887 2.264974
4 S -1.932922 -2.784264 1.871916
5 S 1.364707 -4.236404 0.794999
6 C -0.130308 -3.448971 -4.951195
7 N -0.933526 -3.546408 -3.740378
8 C -0.442719 -3.838830 -2.533245
9 N 0.807389 -4.260025 -2.464173
10 S -1.421306 -3.681369 -1.118815
11 H -0.718569 -2.957934 -5.720223
12 H 0.167018 -4.431577 -5.322959
13 H 0.762708 -2.846265 -4.776972
14 H -1.891462 -3.246523 -3.745319
15 H 1.421742 -4.263852 -3.257521
16 H 1.180705 -4.404297 -1.528582
17 C -1.142553 0.775416 -3.796891
18 C -1.653659 1.561302 -2.588983
19 C -2.753376 0.817634 -1.834143
20 C -2.254542 -0.333531 -0.961363
21 N -1.288578 0.119537 0.052921
22 C 0.085692 -0.130250 0.088492
23 Se 1.101240 -1.006724 -1.253214
24 N 0.631075 0.824794 0.934441
25 C 2.053094 1.189051 0.999691
26 C 2.493569 2.169588 -0.092444
27 C 1.961187 3.595529 0.049963
28 C 2.632412 4.378534 1.177363
29 C -0.384126 1.557485 1.518430
30 C -0.353618 2.559275 2.482621
31 C -1.563682 3.113356 2.862474
32 C -2.773465 2.668705 2.312273
33 C -2.799648 1.655995 1.370011
34 C -1.581494 1.116753 0.976920
35 H -0.390060 1.346515 -4.347788
36 H -1.966217 0.552219 -4.485576
37 H -0.677275 -0.169550 -3.491657
38 H -2.046472 2.523027 -2.925781
39 H -0.824336 1.787002 -1.907901
40 H -3.456839 0.384511 -2.554340
41 H -3.323341 1.520033 -1.227367
42 H -1.764862 -1.077398 -1.561390
43 H -3.078087 -0.823793 -0.449610
44 H 2.619758 0.274272 0.912500
45 H 2.230972 1.595553 1.994341
46 H 2.194153 1.756847 -1.052865
47 H 3.590586 2.187638 -0.084187
48 H 0.879603 3.575878 0.203055
49 H 2.126256 4.120564 -0.894784
50 H 2.483680 3.904252 2.154204
51 H 2.237248 5.394738 1.244960
52 H 3.711541 4.449613 1.008426
53 H 0.578956 2.896199 2.920155
54 H -1.573418 3.901060 3.605614
55 H -3.705291 3.119233 2.632060
56 H -3.736606 1.288634 0.970766
57 N 0.315123 -1.180406 3.423483
58 C 1.141397 -0.895484 4.423178
59 C 2.424116 -1.163079 3.992337
60 C 2.261091 -1.664295 2.704560
61 N 0.974740 -1.666662 2.352540
62 H -0.685014 -1.316754 3.439450
63 H 0.761613 -0.561591 5.376656
64 H 3.342865 -1.056504 4.546803
65 H 2.997833 -2.048069 2.024012

Forces on atoms 1 to 6 (eV/Å):
-0.672 -2.224 -0.504
-0.096 -0.048 -0.199
0.085 -0.713 0.819
0.579 0.548 -0.579
-0.247 0.821 -0.146
-0.194 -0.122 0.135

Energy   -6193.90244 Ha
Multiplicity   2
⟨S²⟩   0.77
Gap between HOMO and LUMO (alpha / beta)   6.08 / 5.52 eV
E_HOMO (alpha / beta)   -6.36 / -6.45 eV

Löwdin atomic charge list, values in e, 2 entries: Ti -0.132; S -0.321

(3)
Density functional theory data (ωB97M-V/def2-TZVPD) for a molecular structure, C30H47BeN4O2P2S.

Element x y z (Å)
1 Be 0.203839 0.017750 0.041961
2 C 2.507686 -3.668967 -2.178782
3 C 1.452871 -2.583032 -1.977301
4 C 0.046609 -3.164436 -2.161695
5 P 1.617560 -1.614347 -0.395689
6 C 2.341194 -2.763249 0.844050
7 C 2.905372 -2.011667 2.051560
8 C 1.307739 -3.801744 1.283442
9 C 2.939684 -0.432112 -0.779031
10 C 4.247016 -0.799983 -1.086800
11 C 5.158065 0.121842 -1.569743
12 C 4.723003 1.421856 -1.797199
13 C 3.437763 1.818033 -1.470413
14 C 2.532658 0.916343 -0.887269
15 N 1.240328 1.230901 -0.471848
16 C 0.716002 2.521622 -0.515333
17 C 1.428524 3.690967 -0.205758
18 C 0.800725 4.930123 -0.228655
19 C -0.545817 5.042392 -0.542314
20 C -1.272227 3.888455 -0.802559
21 C -0.668524 2.637111 -0.778308
22 P -1.478731 1.024088 -1.036382
23 C -1.601128 0.888619 -2.880604
24 C -1.961331 2.182970 -3.607893
25 C -0.263588 0.365848 -3.414471
26 C -3.198589 1.098366 -0.362779
27 C -4.279402 1.724035 -1.242935
28 C -3.218328 1.700635 1.044199
29 H 2.396500 -4.090513 -3.179571
30 H 2.384755 -4.484094 -1.464003
31 H 3.523724 -3.287327 -2.101422
32 H 1.607304 -1.813204 -2.737134
33 H -0.107180 -4.029118 -1.512660
34 H -0.082226 -3.497763 -3.193336
35 H -0.733225 -2.438242 -1.931330
36 H 3.167123 -3.263546 0.333236
37 H 2.106505 -1.525609 2.610347
38 H 3.628971 -1.251637 1.756724
39 H 3.406625 -2.719313 2.714907
40 H 0.485062 -3.320495 1.816824
41 H 1.772811 -4.525301 1.955356
42 H 0.891459 -4.354770 0.439920
43 H 4.561987 -1.826414 -0.946243
44 H 6.174267 -0.170209 -1.794290
45 H 5.398848 2.146218 -2.234061
46 H 3.131332 2.829698 -1.689034
47 H 2.474287 3.626714 0.062326
48 H 1.374382 5.817135 0.010257
49 H -1.022234 6.011895 -0.587919
50 H -2.325448 3.970569 -1.037923
51 H -2.371388 0.130128 -3.057883
52 H -1.193322 2.939007 -3.442860
53 H -2.919118 2.599552 -3.307047
54 H -2.006912 1.986232 -4.680928
55 H 0.526753 1.105681 -3.266827
56 H -0.337109 0.161604 -4.484069
57 H 0.035436 -0.550770 -2.910829
58 H -3.427502 0.031619 -0.266492
59 H -4.145304 2.798794 -1.364474
60 H -5.249087 1.572146 -0.764245
61 H -4.329144 1.267382 -2.230611
62 H -2.959595 2.760157 1.027765
63 H -2.519718 1.190159 1.707009
64 H -4.220352 1.605621 1.467254
65 C -0.199318 0.211198 5.280297
66 N 0.166547 1.335848 4.431169
67 C 0.513023 2.607301 4.865820
68 C 0.759389 3.347242 3.770068
69 N 0.562249 2.516784 2.682615
70 C 0.199771 1.290646 3.084144
71 S -0.206097 -0.103531 2.189270
72 H -0.252370 0.559773 6.307366
73 H 0.543049 -0.580138 5.196812
74 H -1.164854 -0.183474 4.972009
75 H 0.545349 2.862812 5.909023
76 H 1.057022 4.373530 3.661431
77 H 0.648980 2.795668 1.711301
78 N -4.054854 -4.401055 1.300197
79 C -3.674649 -3.333389 0.384056
80 C -2.407699 -2.645471 0.864324
81 O -2.051004 -2.948639 2.103887
82 O -1.790611 -1.872492 0.174061
83 H -5.056460 -4.515117 1.364981
84 H -2.725376 -3.598893 2.413284
85 H -3.662748 -5.290912 1.018169
86 H -4.449955 -2.565186 0.376716
87 H -3.517622 -3.646909 -0.649184

Forces on atoms 1 to 6 (eV/Å):
0.102 0.379 0.014
-0.008 0.041 -0.060
-0.153 -0.152 0.096
0.010 0.067 0.020
0.251 0.222 -0.240
-0.153 0.042 0.201

Energy   -2636.49098 Ha
Gap between HOMO and LUMO   7.69 eV
E_HOMO   -9.40 eV
Net charge   +1

Löwdin atomic charge list, values in e, 2 entries: Be -0.134; C -0.098

(4)
Density functional theory data (ωB97M-V/def2-TZVPD) for a molecular structure, C8H12MgSi.

Element x y z (Å)
1 Si -2.911368 -0.660964 0.443086
2 C -1.318634 -1.236293 1.286920
3 C -0.148906 -1.489930 0.323984
4 C 0.637280 -0.244210 0.011126
5 C 0.430709 0.467386 -1.200797
6 C 1.154885 1.626227 -1.572906
7 C 2.061466 2.126530 -0.671232
8 C 2.249249 1.469321 0.556490
9 C 1.552939 0.308154 0.895310
10 H -3.844544 -0.144949 1.451214
11 H -3.481544 -1.773589 -0.340903
12 H -2.516987 0.448479 -0.466285
13 H -1.509758 -2.121289 1.893662
14 H -1.033839 -0.434714 1.977565
15 H -0.545649 -1.920337 -0.632510
16 H 0.532134 -2.240622 0.732217
17 H -0.423692 0.138896 -1.813852
18 H 0.938179 2.140894 -2.501593
19 H 2.611134 3.033075 -0.892449
20 H 2.964116 1.873569 1.265814
21 H 1.721349 -0.180065 1.849544
22 Mg 0.881480 -1.185570 -2.594404

Forces on atoms 1 to 6 (eV/Å):
-0.186 0.131 0.211
-0.037 0.211 -0.006
0.141 -0.082 -0.025
0.067 0.127 -0.264
0.409 -0.870 -0.894
-0.203 -0.018 0.071

Energy   -800.90418 Ha
Gap between HOMO and LUMO   5.77 eV
E_HOMO   -17.29 eV
Net charge   +2

Löwdin atomic charge list, values in e, 2 entries: Si 0.693; C -0.342

(5)
Density functional theory data (ωB97M-V/def2-TZVPD) for a molecular structure, C14H13BrN2O4RuS2.

Element x y z (Å)
1 Ru 1.182988 -0.182542 -0.965516
2 S 3.483569 -0.370007 -0.495861
3 C 3.662360 1.257448 -1.060040
4 S 2.116994 1.803184 -1.583991
5 C 4.828705 1.994016 -1.053299
6 C 4.845604 3.339710 -1.516060
7 N 4.858960 4.429864 -1.891200
8 C 6.040627 1.435694 -0.558297
9 N 7.021413 0.981865 -0.156407
10 C 1.178331 0.558716 3.499376
11 C 1.239247 -0.211685 2.199513
12 O 1.080556 0.680028 1.078826
13 H 1.274961 -0.127293 4.342658
14 H 0.230021 1.089170 3.590043
15 H 1.990980 1.285309 3.565047
16 H 0.430741 -0.931759 2.107164
17 H 2.189896 -0.739899 2.095956
18 H 1.828962 1.294471 1.064246
19 Br -6.000137 -2.506673 1.786046
20 C -5.015714 -1.269714 0.727087
21 C -5.691084 -0.232530 0.104872
22 C -4.968632 0.667455 -0.666694
23 C -3.596589 0.527706 -0.809095
24 C -2.937921 -0.518427 -0.177204
25 C -3.649142 -1.426686 0.597533
26 C -1.447721 -0.689435 -0.314854
27 O -0.868158 -1.613684 0.275887
28 O -0.852852 0.166130 -1.048685
29 H -6.761210 -0.132345 0.222453
30 H -5.485271 1.481946 -1.158080
31 H -3.017459 1.218431 -1.406143
32 H -3.117873 -2.235330 1.079834
33 C 0.763716 -2.247790 -2.689203
34 O 1.313525 -0.950045 -2.692297
35 H 0.185347 -2.401010 -3.607286
36 H 0.102021 -2.422064 -1.832067
37 H 1.560244 -3.002226 -2.654267

Forces on atoms 1 to 6 (eV/Å):
0.379 -0.332 0.559
-0.004 -0.076 -0.099
0.014 0.064 0.045
0.024 0.161 -0.137
-0.028 -0.028 0.017
0.022 -0.013 -0.026

Energy   -4417.15455 Ha
Multiplicity   2
⟨S²⟩   0.76
Gap between HOMO and LUMO (alpha / beta)   7.33 / 7.23 eV
E_HOMO (alpha / beta)   -5.08 / -4.98 eV
Net charge   -1

Löwdin atomic charge list, values in e, 2 entries: Ru 0.896; S 0.602

(6)
Density functional theory data (ωB97M-V/def2-TZVPD) for a molecular structure, C23H41O2.

Element x y z (Å)
1 C -10.462592 -3.254927 -0.334124
2 C -10.403211 -2.102140 0.671887
3 C -9.000731 -1.871029 1.282560
4 C -7.897603 -1.469900 0.291150
5 C -6.548837 -1.204644 0.954009
6 C -5.446612 -0.821331 -0.020044
7 C -4.082758 -0.626330 0.634651
8 C -2.966161 -0.314149 -0.389123
9 C -1.648141 -0.000430 0.257518
10 C -0.428060 0.046921 -0.365353
11 C 0.790181 0.241155 0.319960
12 C 1.980329 0.407687 -0.350668
13 C 3.303402 0.135301 0.278065
14 C 4.268446 -0.853847 -0.353838
15 C 5.591056 -0.835774 0.399946
16 C 6.572066 -1.905954 -0.118663
17 C 7.936561 -1.844344 0.561695
18 C 8.951282 -2.855991 0.063649
19 O 3.957804 1.386171 0.199611
20 O 2.892138 2.309401 -0.213530
21 H -11.489894 -3.394644 -0.689811
22 H -9.814615 -3.064569 -1.199680
23 H -10.142519 -4.190168 0.145345
24 H -10.757971 -1.174546 0.198519
25 H -11.094245 -2.319846 1.501213
26 H -9.096178 -1.090144 2.052420
27 H -8.699567 -2.802993 1.786286
28 H -7.798019 -2.269123 -0.457787
29 H -8.225108 -0.569106 -0.246889
30 H -6.673493 -0.408467 1.697445
31 H -6.249004 -2.107872 1.496120
32 H -5.361122 -1.597613 -0.787302
33 H -5.728217 0.103374 -0.534991
34 H -4.139859 0.207698 1.345561
35 H -3.819826 -1.533831 1.194874
36 H -2.857716 -1.169745 -1.080812
37 H -3.260090 0.566807 -0.985704
38 H -1.667295 0.113311 1.336734
39 H -0.348960 -0.126008 -1.444794
40 H 0.807605 0.277064 1.429615
41 H 1.963952 0.545889 -1.443830
42 H 3.109753 -0.093410 1.323838
43 H 3.825048 -1.849961 -0.427981
44 H 4.498484 -0.499531 -1.377874
45 H 6.092570 0.140561 0.269645
46 H 5.421307 -0.970679 1.486187
47 H 6.118389 -2.897074 0.045588
48 H 6.676386 -1.764326 -1.212446
49 H 8.328482 -0.833073 0.425733
50 H 7.785631 -1.992074 1.632118
51 H 9.899463 -2.701916 0.579623
52 H 8.643987 -3.886462 0.256133
53 H 9.144183 -2.753694 -1.005560
54 H 3.575321 3.047897 -0.769509
55 C 4.114014 4.086163 -1.320554
56 H 4.109696 3.987523 -2.417772
57 C 3.255197 5.226633 -0.892749
58 C 3.281444 6.477174 -1.396944
59 C 5.500298 4.321744 -0.852678
60 C 6.074334 3.613071 0.129620
61 H 2.534703 4.987443 -0.102441
62 H 2.551758 7.212996 -1.050259
63 H 4.005380 6.770898 -2.163976
64 H 5.981538 5.181706 -1.326980
65 H 7.093603 3.784772 0.471789
66 H 5.472605 2.842286 0.615579

Forces on atoms 1 to 6 (eV/Å):
0.021 0.090 0.119
0.281 0.059 0.121
-0.183 -0.051 -0.045
-0.447 -0.064 -0.119
-0.180 -0.118 0.116
0.085 0.042 -0.112

Energy   -1051.14156 Ha
Multiplicity   2
⟨S²⟩   0.77
Gap between HOMO and LUMO (alpha / beta)   8.81 / 6.27 eV
E_HOMO (alpha / beta)   -7.78 / -7.85 eV

Löwdin atomic charge list, values in e, 2 entries: C -0.122; C -0.273